Record 1
2 unconnected molecules or ions with the total composition C32H31BF4O2 at a distorted geometry. Source: the Open Molecules 2025 dataset; level of theory: ωB97M-V/def2-TZVPD.

SMILES string: Fc1cc(F)cc(C(Cc2ccccc2)c2cc(F)cc(F)c2)c1.CC1(C)OB(c2ccccc2)OC1(C)C

Positions of all 70 atoms, in Å:
F1 -4.098383 -2.072946 -4.412139
C1 -3.593293 -0.793619 -4.313648
C2 -3.068921 -0.233231 -5.477200
C3 -2.327193 0.937303 -5.335366
F2 -1.488872 1.349807 -6.352987
C4 -2.220768 1.595673 -4.119953
C5 -2.710581 0.973739 -2.964126
C6 -2.195503 1.499797 -1.598114
C7 -3.016396 1.284612 -0.242011
C8 -3.292582 2.367113 0.610447
C9 -3.921541 2.126988 1.841291
F3 -4.019691 3.168590 2.740320
C10 -4.248696 0.855715 2.308159
C11 -3.843226 -0.187277 1.485558
F4 -3.868410 -1.466752 1.987611
C12 -3.221257 -0.014491 0.254507
C13 -3.445755 -0.211524 -3.051822
H1 -3.027932 -0.772836 -6.412959
H2 -1.684677 2.546413 -4.054708
H3 -2.001467 2.582209 -1.692307
H4 -2.964470 3.371219 0.328991
H5 -4.611240 0.669122 3.311575
H6 -2.829682 -0.898785 -0.241572
H7 -3.868947 -0.727043 -2.190683
C14 0.964449 1.858434 2.438035
C15 1.924348 0.817133 3.010352
C16 3.026293 1.592318 3.732984
C17 1.140697 -0.309950 3.842696
C18 1.909182 -0.838531 5.100608
C19 -0.230291 0.119863 4.341698
O1 1.008673 -1.408657 2.913131
B1 2.066671 -1.231735 1.992417
C20 2.322674 -2.304336 0.863166
C21 3.512353 -2.300619 0.097498
C22 3.883257 -3.450822 -0.623326
C23 3.028297 -4.558275 -0.660717
C24 1.728324 -4.438420 -0.155720
C25 1.355856 -3.296246 0.573115
C26 -0.913003 0.820115 -1.322691
C27 0.272210 0.889941 -2.296629
C28 0.478713 -0.182883 -3.190433
C29 1.662637 -0.259536 -3.946288
C30 2.644227 0.763976 -3.887351
C31 2.353000 1.873438 -3.065952
C32 1.134875 1.994557 -2.371545
O2 2.582594 0.059304 1.971950
H8 0.640987 2.547195 3.230606
H9 1.451378 2.463511 1.674213
H10 0.068982 1.431492 1.984702
H11 2.645393 2.137854 4.613033
H12 3.860736 0.945970 4.051241
H13 3.432332 2.342203 3.037808
H14 1.876910 -0.074605 5.913622
H15 1.402383 -1.745454 5.476707
H16 2.953880 -1.130484 4.885186
H17 -0.080581 0.781984 5.204459
H18 -0.857708 0.651659 3.619123
H19 -0.806071 -0.735262 4.707200
H20 4.140431 -1.403135 0.106035
H21 4.847816 -3.491071 -1.143666
H22 3.377852 -5.508520 -1.062469
H23 1.004582 -5.239363 -0.323722
H24 0.329979 -3.172551 0.937530
H25 -1.101297 -0.264716 -1.185163
H26 -0.507345 1.150156 -0.330808
H27 -0.359570 -0.876853 -3.340410
H28 1.799359 -1.158703 -4.567375
H29 3.636696 0.592957 -4.374716
H30 3.107352 2.646265 -2.928686
H31 0.848976 2.950612 -1.950314

Forces on atoms 1 to 6 (eV/Å):
0.1 1.3 0.2
0.3 -0.5 -0.1
0.7 0.1 0.2
0.6 -0.1 0.0
-1.4 -0.2 0.7
0.1 0.1 0.2



Record 2
C6H10Si in the gas phase at a distorted geometry. Source: the Open Molecules 2025 dataset; level of theory: ωB97M-V/def2-TZVPD.

energy above the lowest of the compared OMol25 structures with the same formula, charge and spin: 0.3797 eV
SMILES string: CC1([SiH3])C=CC=C1

Positions of all 17 atoms, in Å:
C1 1.420310 -1.312946 0.974230
C2 2.115144 -0.793111 -0.189483
C3 0.118953 -1.028711 0.785680
C4 1.243353 -0.205803 -0.988703
C5 -0.126828 -0.100010 -0.419340
C6 -1.393056 -0.572342 -1.239685
Si1 -0.218306 1.742676 0.405554
H1 1.859735 -2.029639 1.756370
H2 3.106852 -1.014033 -0.532618
H3 -0.660969 -1.360248 1.484423
H4 1.657756 0.217079 -1.948155
H5 -1.629603 -0.059818 -2.182063
H6 -2.285181 -0.309443 -0.516540
H7 -1.355692 -1.572831 -1.458616
H8 -1.299782 2.697389 -0.259215
H9 1.047240 2.471841 0.339556
H10 -0.242318 1.615551 1.910246

Forces on atoms 1 to 6 (eV/Å):
0.2 -1.6 0.6
0.5 -0.9 0.2
-0.9 0.5 1.2
0.7 1.8 -2.8
0.0 -0.7 0.7
-1.1 3.8 2.3



Calculated values (eV) of LUMO level for the records, taken in order: 0.5240 0.8790.
Calculated values (eV) of HOMO level for the records, taken in order: -9.025 -8.480.